This record from the Open Molecules 2025 dataset describes a cluster of 2 separate species, C2H8N3O3P in total at a distorted geometry. The level of theory is the ωB97M-V functional and the def2-TZVPD basis.

```
17
Properties=species:S:1:pos:R:3:forces:R:3:lowdin_charge:R:1
C -0.774 -1.799 1.057 3.7 -3.1 -5.3 -0.165
C 2.638 0.789 1.314 2.1 -1.2 1.2 -0.270
N -0.275 -0.615 0.349 -1.7 -0.3 -0.7 -0.197
N 1.725 -0.357 1.347 -0.1 0.6 1.1 -0.169
N 0.792 0.007 0.547 0.6 0.5 -0.2 -0.188
O -0.930 -0.106 -2.158 0.0 0.8 2.1 -0.378
O -2.058 1.684 -3.582 0.7 0.4 1.5 -0.544
O -3.326 0.627 -1.711 -1.3 0.0 1.8 -0.477
P -2.007 1.128 -2.147 1.5 -0.5 -3.4 0.119
H -1.436 -2.300 0.194 1.0 1.0 2.3 0.092
H 0.147 -2.601 1.207 -2.3 1.8 0.4 0.078
H -1.308 -1.508 1.868 -1.5 0.3 2.7 -0.010
H 3.564 0.576 1.952 -0.7 -0.3 -1.0 0.044
H 2.921 0.996 0.284 0.3 0.3 -0.1 0.037
H 2.329 1.701 1.805 -0.9 0.5 0.0 0.021
H -0.705 -0.286 -1.092 -0.3 0.0 -1.6 0.002
H -1.297 2.063 -1.234 -0.9 -0.6 -0.6 0.006
```
Positions in Å, forces in eV/Å.

The value obtained for the electronic energy is -812.30856 Eh. The spin multiplicity is 1. Its energy relative to the best compared isomer or geometry (same formula, charge and spin) is 0.000 eV. The frontier orbital gap is 0.2565 Ha. As for the total charge: -2.